28
Properties=species:S:1:pos:R:3:mulliken_charge:R:1 method="wB97M-V/def2-TZVPD" total_charge=+2 total_energy_ev=-14494.4425 multiplicity=1 mol_weight_g_mol=168.2 lumo_energy_ha="-0.2644 / -0.2644"
C 1.381 -1.693 -0.477 0.04
C 1.504 -1.410 0.817 -1.59
C 0.260 -1.350 -1.326 0.50
C -0.885 -0.765 -0.985 -0.07
C 0.158 2.544 -0.215 -0.53
C 0.293 2.913 1.212 -1.04
C 0.621 1.526 0.778 0.23
C -0.333 0.348 1.088 -0.08
N -2.118 -0.491 -1.251 -0.33
N -1.520 0.627 1.660 -0.34
N 0.296 -0.895 1.534 -0.06
N 0.388 -2.109 -2.593 -0.21
H 2.200 -2.095 -0.965 0.41
H 2.299 -1.731 1.395 0.47
H -0.837 2.463 -0.581 0.24
H 0.937 2.739 -0.801 0.40
H 1.202 3.483 1.406 0.27
H -0.456 3.277 1.831 0.30
H 1.762 1.377 0.588 0.48
H -2.604 -0.775 -2.064 0.19
H -2.553 0.058 -0.505 0.22
H -1.827 -0.035 2.377 0.24
H -1.691 1.635 1.815 0.23
H -0.371 -1.647 1.366 0.47
H 0.641 -0.907 2.533 0.45
H 0.041 -1.757 -3.516 0.39
H -0.100 -3.027 -2.411 0.40
H 1.315 -2.305 -2.709 0.32